## 1
{"formula": "C4H6N2O2", "method": "ωB97M-V/def2-TZVPD", "elements": ["C", "C", "C", "C", "H", "H", "H", "H", "H", "H", "N", "N", "O", "O"], "coordinates": [[1.63, -0.28, -0.36], [0.39, 0.08, -1.08], [-0.82, -0.77, -0.94], [-1.37, 1.31, 1.60], [2.54, -1.69, 0.50], [0.78, 0.60, -1.92], [-1.50, -0.86, -1.83], [-0.83, -1.60, -0.25], [-1.41, 1.05, 2.68], [-2.11, 2.11, 1.27], [-0.76, 0.66, -0.41], [-0.79, 0.43, 0.92], [1.71, -1.59, 0.00], [2.54, 0.53, -0.17]], "homo_lumo_gap_ev": 10.17, "lumo_ev": 0.8, "smiles": "C=NN1C[C@@H]1C(=O)O"}



## 2
{"formula": "C4H6N2O2", "method": "ωB97M-V/def2-TZVPD", "elements": ["C", "C", "C", "C", "H", "H", "H", "H", "H", "H", "N", "N", "O", "O"], "coordinates": [[-0.32, 0.16, -0.98], [-1.25, 1.11, -0.15], [0.50, -0.73, 1.22], [0.10, -1.22, -0.40], [0.91, 1.76, -0.80], [-0.61, -0.35, -1.91], [-1.93, 2.10, -0.62], [0.39, 0.81, 2.63], [0.10, -1.55, 2.04], [1.54, -0.90, 1.46], [-0.83, 1.51, 1.04], [0.14, 0.53, 1.62], [0.84, 0.80, -1.54], [0.44, -2.31, -0.90]], "homo_lumo_gap_ev": 8.89, "lumo_ev": 0.0}



## 3
{"formula": "C4H6N2O2", "method": "ωB97M-V/def2-TZVPD", "elements": ["C", "C", "C", "C", "H", "H", "H", "H", "H", "H", "N", "N", "O", "O"], "coordinates": [[1.70, 0.06, -0.33], [0.28, -0.07, 0.28], [-0.24, -1.45, 0.53], [-2.16, 1.06, -0.45], [3.49, 0.90, 0.14], [-0.17, 0.61, 0.99], [-0.91, -1.44, 1.52], [0.35, -2.27, 0.23], [-2.90, 1.91, -0.38], [-1.30, 1.54, -1.22], [-0.77, -0.63, -0.53], [-2.11, -0.30, -0.09], [2.65, 0.93, 0.43], [2.10, -0.84, -1.13]], "homo_lumo_gap_ev": 9.68, "lumo_ev": 0.1, "smiles": "C=NN1C[C@H]1C(=O)O"}



Energy relative to the most stable one, in kcal/mol: 1 0.0; 2 78.9; 3 53.2



## 1
{"formula": "C4H6N2O2", "method": "ωB97M-V/def2-TZVPD", "elements": ["C", "C", "C", "C", "H", "H", "H", "H", "H", "H", "N", "N", "O", "O"], "coordinates": [[-1.06, 1.10, 1.42], [-0.16, 0.31, -1.83], [0.33, -0.84, 0.60], [1.40, -1.42, -0.48], [-2.13, 1.62, 1.37], [-0.38, 1.94, 1.50], [-1.09, 0.58, 2.39], [-0.59, -0.82, -1.65], [0.00, 0.69, -2.81], [2.30, -1.85, 0.11], [-0.58, 0.15, 0.19], [-0.20, 0.99, -0.77], [0.49, -1.27, 1.68], [1.68, -1.18, -1.72]], "homo_lumo_gap_ev": 8.74, "lumo_ev": -0.7, "smiles": "C=NN(C)C(=O)C=O"}



## 2
{"formula": "C4H6N2O2", "method": "ωB97M-V/def2-TZVPD", "elements": ["C", "C", "C", "C", "N", "N", "O", "O", "H", "H", "H", "H", "H", "H"], "coordinates": [[-2.47, -0.06, 0.69], [-1.65, 0.99, 0.37], [-1.13, -0.73, -0.84], [1.79, -0.48, 0.00], [-2.06, -1.12, -0.01], [-0.78, 0.53, -0.58], [2.45, 0.58, 0.00], [1.59, -1.17, 0.99], [-3.14, -0.29, 1.39], [-1.75, 2.10, 0.47], [-0.43, -1.40, -1.36], [1.45, -1.05, -0.95], [-0.02, 0.90, -0.78], [1.82, -0.68, 1.88]], "homo_lumo_gap_ev": 9.65, "lumo_ev": 0.5, "smiles": "c1c[nH]cn1.O=CO"}



## 3
{"formula": "C4H6N2O2", "method": "ωB97M-V/def2-TZVPD", "elements": ["C", "C", "C", "C", "H", "H", "H", "H", "H", "H", "N", "N", "O", "O"], "coordinates": [[-0.66, 1.13, 0.64], [0.68, 1.12, -0.15], [1.28, 0.04, -0.70], [0.86, -1.35, -0.20], [-1.43, 1.65, 0.15], [-0.56, 1.48, 1.63], [1.29, 2.12, -0.20], [2.22, 0.02, -1.32], [0.26, -2.01, -0.84], [1.78, -1.80, 0.22], [-2.00, -0.85, -0.15], [-0.99, -0.31, 0.64], [-2.76, -0.08, -0.66], [0.04, -1.15, 0.94]], "homo_lumo_gap_ev": 10.20, "lumo_ev": 0.8, "smiles": "O=NN1CC=CCO1"}



## 4
{"formula": "C4H6N2O2", "method": "ωB97M-V/def2-TZVPD", "elements": ["C", "C", "C", "C", "H", "H", "H", "H", "H", "H", "N", "N", "O", "O"], "coordinates": [[-1.24, 1.06, 0.51], [-1.69, -0.49, 0.20], [-0.65, -1.33, -0.59], [1.63, 0.20, 0.19], [-0.70, 1.16, 1.43], [-2.18, 1.79, 0.54], [-2.35, -0.40, -1.05], [-2.37, -1.37, 0.82], [-1.12, -2.00, -1.39], [2.89, -0.06, -0.01], [0.60, -1.55, -0.29], [1.14, 1.04, -0.56], [0.88, -0.67, 0.95], [-0.22, 1.63, -0.49]], "homo_lumo_gap_ev": 10.44, "lumo_ev": 0.5}



Energy relative to the most stable one, in kcal/mol: 1 57.4; 2 0.0; 3 74.4; 4 155.0



## 1
{"formula": "C4H6N2O2", "method": "ωB97M-V/def2-TZVPD", "elements": ["C", "C", "C", "C", "H", "H", "H", "H", "H", "H", "N", "N", "O", "O"], "coordinates": [[-1.51, -0.20, 0.34], [-0.24, -0.67, -0.17], [1.66, 0.86, -0.29], [-0.29, 0.62, 0.79], [-2.75, 1.00, -0.83], [-1.91, -0.64, 1.27], [-0.21, -0.10, -1.18], [2.57, -0.87, -0.78], [2.60, 1.41, -0.63], [0.16, 0.34, 1.78], [1.86, -0.53, -0.09], [0.63, 1.51, 0.04], [-2.67, 0.06, -0.51], [0.72, -1.51, 0.09]], "homo_lumo_gap_ev": 9.38, "lumo_ev": 0.8, "smiles": "O[C@@H]1[C@@H]2N=CNO[C@@H]12"}



## 2
{"formula": "C4H6N2O2", "method": "ωB97M-V/def2-TZVPD", "elements": ["C", "C", "C", "C", "H", "H", "H", "H", "H", "H", "N", "N", "O", "O"], "coordinates": [[0.24, 0.93, -0.27], [0.62, -1.50, -0.39], [-0.42, -0.37, -0.22], [-1.70, -0.20, 0.67], [0.38, 2.83, 0.00], [2.13, 1.08, 0.35], [0.43, -2.63, -0.03], [1.09, -1.61, -1.43], [-2.18, -0.83, 1.39], [-1.79, 1.09, 0.60], [-0.36, 2.11, -0.28], [1.56, 0.56, -0.20], [1.63, -0.73, 0.47], [-1.64, -0.73, -0.64]], "homo_lumo_gap_ev": 10.14, "lumo_ev": 0.9, "smiles": "[H]/N=C1\\NOC[C@@]12CO2"}



## 3
{"formula": "C4H6N2O2", "method": "ωB97M-V/def2-TZVPD", "elements": ["C", "C", "C", "C", "H", "H", "H", "H", "H", "H", "N", "N", "O", "O"], "coordinates": [[-1.39, -0.38, 0.86], [-1.01, 0.82, -0.02], [1.83, -0.15, -1.64], [2.42, 0.66, -0.51], [-1.74, -2.20, 0.92], [-1.80, 1.50, -0.15], [1.54, 0.46, -2.52], [2.08, -1.20, -1.79], [2.54, 1.68, -0.70], [3.22, 0.23, 0.18], [0.11, 1.08, -0.50], [1.06, 0.08, -0.37], [-1.43, -1.55, 0.19], [-1.71, -0.24, 2.05]], "homo_lumo_gap_ev": 9.97, "lumo_ev": 0.8, "smiles": "O=C(O)/C=N\\N1CC1"}



Energy relative to the most stable one, in kcal/mol: 1 87.6; 2 78.7; 3 0.0



## 1
{"formula": "C4H6N2O2", "method": "ωB97M-V/def2-TZVPD", "elements": ["C", "C", "C", "C", "H", "H", "H", "H", "H", "H", "N", "N", "O", "O"], "coordinates": [[1.94, -0.41, 0.01], [-1.22, -0.83, 0.60], [-1.34, 1.11, -0.04], [-0.07, 1.12, -0.59], [1.79, 1.28, 0.94], [2.16, -1.52, -0.32], [-0.20, -0.56, 1.37], [-1.52, -1.92, 0.68], [-1.92, 2.01, 0.20], [0.44, 2.17, -0.35], [2.64, 0.39, 0.60], [0.63, -0.20, -0.64], [-0.35, -1.15, -0.58], [-2.10, 0.04, 0.32]], "homo_lumo_gap_ev": 9.67, "lumo_ev": 0.7}



## 2
{"formula": "C4H6N2O2", "method": "ωB97M-V/def2-TZVPD", "elements": ["C", "C", "C", "C", "N", "N", "O", "O", "H", "H", "H", "H", "H", "H"], "coordinates": [[0.16, 0.64, 0.93], [-1.04, 0.52, -4.04], [0.00, -0.05, -0.40], [-1.50, 0.16, -0.15], [-1.17, 0.60, 1.09], [0.75, 0.41, -1.56], [-2.00, 0.27, -3.52], [0.04, 0.79, -4.42], [0.84, 0.88, 1.74], [0.14, -1.22, -0.20], [-2.23, -0.54, -0.32], [0.77, 1.34, -1.63], [0.27, 0.03, -2.44], [-1.86, 0.62, 1.94]], "homo_lumo_gap_ev": [7.26, 7.26], "lumo_ev": [0.5, 0.5]}



Energy relative to the most stable one, in kcal/mol: 1 66.7; 2 0.0



## 1
{"formula": "C4H6N2O2", "method": "ωB97M-V/def2-TZVPD", "elements": ["C", "C", "C", "C", "H", "H", "H", "H", "H", "H", "N", "N", "O", "O"], "coordinates": [[1.79, 0.58, -1.50], [0.51, 0.96, -1.29], [-2.07, -0.17, 0.80], [0.23, -0.73, 0.56], [2.37, 0.75, -2.32], [1.87, -0.20, -0.52], [-0.19, 1.79, -1.63], [-2.08, 0.56, 1.74], [-2.92, -0.71, 0.61], [1.50, -1.71, 1.99], [-0.11, 0.28, -0.34], [1.55, -0.92, 1.15], [-1.54, 0.61, -0.32], [-0.93, -1.10, 1.09]], "homo_lumo_gap_ev": 8.72, "lumo_ev": 0.6, "smiles": "[H]/N=C1\\OCON1C=C"}



## 2
{"formula": "C4H6N2O2", "method": "ωB97M-V/def2-TZVPD", "elements": ["C", "C", "C", "C", "H", "H", "H", "H", "H", "H", "N", "N", "O", "O"], "coordinates": [[-0.44, 0.96, -0.02], [0.87, 0.84, -0.09], [1.31, -0.56, -0.12], [0.17, -1.23, -0.04], [-1.09, 3.05, -0.77], [-2.45, 1.64, -0.13], [1.51, 1.61, -0.56], [2.98, -1.62, 0.07], [0.23, -2.21, 0.98], [-2.72, -0.85, 0.28], [-1.27, 2.13, -0.08], [-0.95, -0.34, 0.47], [2.72, -0.72, 0.24], [-2.02, -1.04, -0.36]], "homo_lumo_gap_ev": 8.60, "lumo_ev": 0.4}



## 3
{"formula": "C4H6N2O2", "method": "ωB97M-V/def2-TZVPD", "elements": ["C", "C", "C", "C", "H", "H", "H", "H", "H", "H", "N", "N", "O", "O"], "coordinates": [[0.00, 0.31, 1.89], [0.25, 1.22, -1.12], [0.23, -0.24, -1.37], [-0.46, -1.34, -0.50], [0.68, -0.56, 2.36], [-0.33, 1.07, 2.61], [0.10, 1.93, -1.84], [-0.44, -0.40, -2.41], [1.13, -0.65, -1.85], [-0.38, -2.31, -0.75], [0.51, 1.70, 0.08], [-1.13, -1.43, 0.66], [1.08, 0.75, 0.99], [-1.23, -0.07, 1.28]], "homo_lumo_gap_ev": 10.45, "lumo_ev": 0.7, "smiles": "C1=N\\OCO/N=C\\C/1"}



Energy relative to the most stable one, in kcal/mol: 1 8.9; 2 31.5; 3 0.0



## 1
{"formula": "C2H7N4S", "method": "ωB97M-V/def2-TZVPD", "elements": ["C", "C", "N", "N", "N", "N", "S", "H", "H", "H", "H", "H", "H", "H"], "coordinates": [[-0.88, 1.97, 4.12], [-2.48, 0.02, -1.60], [-1.32, 2.05, 3.02], [-1.48, -0.49, -1.25], [2.20, -0.37, -1.01], [-0.40, -0.84, -0.77], [-2.03, 1.75, 1.73], [-0.67, 2.33, 5.07], [-3.34, 0.36, -2.05], [2.55, -0.07, -1.90], [2.45, 0.31, -0.29], [-0.32, -1.46, 0.05], [2.59, -1.35, -0.58], [0.80, -0.53, -0.98]], "homo_lumo_gap_ev": 8.20, "lumo_ev": -3.3, "total_charge": 1}



## 2
{"formula": "C2H7N4S", "method": "ωB97M-V/def2-TZVPD", "elements": ["C", "C", "N", "N", "N", "N", "S", "H", "H", "H", "H", "H", "H", "H"], "coordinates": [[-0.87, -0.55, 1.01], [0.17, -1.32, -0.75], [-0.77, -1.57, 0.26], [-0.02, 0.50, 0.72], [-1.11, 1.95, -0.26], [0.72, 0.08, -0.40], [2.52, 0.16, -0.09], [-1.53, -0.51, 1.86], [0.98, -2.06, -0.75], [-0.31, -1.33, -1.74], [-2.06, 1.75, 0.05], [-0.78, 2.76, 0.26], [0.57, 0.77, -1.16], [2.49, -0.63, 0.99]], "homo_lumo_gap_ev": [8.38, 8.38], "lumo_ev": [-6.2, -6.2], "total_charge": 1}



Energy relative to the most stable one, in kcal/mol: 1 5.6; 2 0.0



## 1
{"formula": "CH2N2OS", "method": "ωB97M-V/def2-TZVPD", "elements": ["C", "N", "N", "O", "S", "H", "H"], "coordinates": [[-2.02, -0.35, -0.06], [-2.39, -1.44, 0.05], [0.98, 0.36, -0.37], [1.95, -0.08, 0.47], [-1.50, 1.20, -0.17], [1.80, -1.04, 0.60], [1.18, 1.35, -0.52]], "homo_lumo_gap_ev": [9.25, 6.91], "lumo_ev": [-0.8, -2.8]}



## 2
{"formula": "CH2N2OS", "method": "ωB97M-V/def2-TZVPD", "elements": ["C", "N", "N", "O", "S", "H", "H"], "coordinates": [[-1.85, -0.91, -0.50], [-2.93, -1.23, -0.69], [0.36, 0.69, 0.46], [-0.34, 0.33, -2.22], [-0.23, -0.26, -0.58], [0.05, 1.59, 0.29], [0.58, -1.24, -0.57]], "homo_lumo_gap_ev": 10.30, "lumo_ev": -0.5, "smiles": "N#C[S@H](=N)=O"}



Energy relative to the most stable one, in kcal/mol: 1 0.0; 2 24.2



## 1
{"formula": "CH2N2OS", "method": "ωB97M-V/def2-TZVPD", "elements": ["C", "N", "N", "O", "S", "H", "H"], "coordinates": [[1.03, 0.56, 0.16], [4.06, -1.00, -0.89], [4.46, -0.33, -0.08], [4.83, 0.28, 0.80], [0.45, 1.83, -0.70], [0.90, -0.49, -0.27], [1.23, 0.58, 1.26]], "homo_lumo_gap_ev": 8.35, "lumo_ev": -0.7, "smiles": "N#[N+][O-].C=S"}



## 2
{"formula": "CH2N2OS", "method": "ωB97M-V/def2-TZVPD", "elements": ["C", "N", "N", "O", "S", "H", "H"], "coordinates": [[0.02, -0.50, 1.71], [-0.61, 0.37, -0.76], [-0.35, -0.10, 0.65], [-1.10, -0.68, -1.43], [1.03, -0.70, 2.86], [-2.09, -0.52, -1.45], [0.45, 0.24, -1.02]], "homo_lumo_gap_ev": 9.53, "lumo_ev": 0.6, "smiles": "ONN=C=S"}



Energy relative to the most stable one, in kcal/mol: 1 0.0; 2 25.5